Density functional theory data (wB97M-V/def2-TZVPD) for a 2-piece molecular cluster, C3H10NSe overall at a distorted geometry.

Computed properties:
Charge: +1
E_HOMO (spin up / spin down) in eV: -9.1 / -14.8
Max |F| in Eh/bohr: 0.0718
LUMO (spin up / spin down) in eV: -3.833 / -5.907
Spin multiplicity: 3
Frontier orbital gap (spin up / spin down) in eV: 5.22 / 8.94

Last column: Löwdin spin population.
CARTESIAN COORDINATES (ANGSTROEM)
C1 -1.62 1.52 -0.13  0.04
C2 1.75 -0.05 -0.41  0.60
C3 -0.70 -1.26 -0.45  0.74
N1 2.33 -0.46 0.69  0.34
Se1 -2.18 -0.32 0.21  0.12
H1 -2.37 2.21 0.26  0.00
H2 -0.66 1.69 0.33  0.00
H3 -1.55 1.64 -1.22  0.00
H4 1.35 0.94 -0.47  0.04
H5 1.84 -0.64 -1.30  0.04
H6 -0.62 -2.21 0.08  0.03
H7 -0.87 -1.43 -1.51  0.03
H8 2.76 -1.38 0.74  0.01
H9 -1.79 -0.32 1.63  0.00
H10 2.31 0.08 1.55  0.01

---

Density functional theory data (wB97M-V/def2-TZVPD) for a 13-piece molecular cluster, C78H195N13 overall at a distorted geometry.

Computed properties:
Charge: 0
E_HOMO in eV: -8.0
Max |F| in Eh/bohr: 0.0332
LUMO in eV: 0.632
Spin multiplicity: 1
Frontier orbital gap in eV: 8.64

Last column: Löwdin charge in e.
CARTESIAN COORDINATES (ANGSTROEM)
C1 -23.11 -8.98 -7.92  -0.08
C2 -22.05 -7.89 -7.92  -0.25
N1 -20.71 -8.38 -7.65  -0.19
C3 -19.77 -7.29 -7.45  -0.27
C4 -19.96 -6.56 -6.12  -0.07
C5 -20.21 -9.27 -8.70  -0.25
C6 -18.93 -9.99 -8.31  -0.08
H1 -23.10 -9.50 -8.88  0.03
H2 -24.08 -8.49 -7.85  0.07
H3 -23.01 -9.72 -7.13  0.08
H4 -22.08 -7.33 -8.87  0.12
H5 -22.26 -7.17 -7.13  0.10
H6 -18.74 -7.65 -7.47  0.07
H7 -19.87 -6.58 -8.30  0.11
H8 -19.88 -7.27 -5.30  0.07
H9 -19.22 -5.77 -5.98  0.06
H10 -20.95 -6.12 -6.05  0.06
H11 -20.04 -8.71 -9.64  0.12
H12 -20.96 -10.03 -8.91  0.10
H13 -18.74 -10.76 -9.06  0.05
H14 -19.08 -10.51 -7.37  0.08
H15 -18.03 -9.38 -8.40  0.05
C7 -23.09 -10.06 -11.89  -0.06
C8 -24.06 -10.55 -12.98  -0.25
N2 -25.32 -9.85 -13.05  -0.19
C9 -25.24 -8.46 -13.45  -0.24
C10 -24.55 -8.28 -14.81  -0.08
C11 -26.19 -10.14 -11.93  -0.27
C12 -27.59 -9.59 -12.08  -0.11
H16 -22.29 -10.77 -11.66  0.07
H17 -23.61 -9.80 -10.97  0.04
H18 -22.65 -9.12 -12.24  0.05
H19 -23.52 -10.47 -13.93  0.08
H20 -24.24 -11.62 -12.86  0.11
H21 -26.25 -8.07 -13.53  0.10
H22 -24.69 -7.84 -12.71  0.11
H23 -23.48 -8.12 -14.69  0.03
H24 -24.71 -9.10 -15.50  0.08
H25 -24.91 -7.36 -15.28  0.07
H26 -25.77 -9.83 -10.96  0.11
H27 -26.29 -11.23 -11.88  0.12
H28 -28.26 -9.99 -11.31  0.07
H29 -28.05 -9.83 -13.04  0.08
H30 -27.66 -8.51 -11.96  0.07
C13 -17.44 -1.72 -9.24  -0.08
C14 -16.35 -2.73 -8.92  -0.25
N3 -16.73 -3.56 -7.78  -0.18
C15 -16.17 -4.90 -7.84  -0.26
C16 -16.74 -5.73 -8.95  -0.09
C17 -16.38 -2.90 -6.53  -0.27
C18 -17.17 -3.40 -5.34  -0.09
H31 -17.13 -0.86 -9.83  0.07
H32 -17.79 -1.27 -8.31  0.06
H33 -18.31 -2.20 -9.68  0.06
H34 -16.23 -3.39 -9.78  0.09
H35 -15.39 -2.23 -8.70  0.11
H36 -15.06 -4.87 -7.88  0.12
H37 -16.35 -5.37 -6.87  0.09
H38 -16.51 -5.51 -9.99  0.05
H39 -16.43 -6.78 -8.81  0.07
H40 -17.83 -5.81 -8.87  0.06
H41 -16.55 -1.82 -6.63  0.11
H42 -15.30 -3.01 -6.32  0.12
H43 -16.92 -2.80 -4.45  0.07
H44 -16.94 -4.43 -5.08  0.06
H45 -18.25 -3.32 -5.47  0.07
C19 -11.06 -10.90 -8.51  -0.08
C20 -11.15 -11.30 -9.98  -0.25
N4 -10.81 -12.70 -10.17  -0.20
C21 -11.18 -13.25 -11.46  -0.26
C22 -12.68 -13.23 -11.75  -0.09
C23 -9.44 -13.02 -9.81  -0.26
C24 -8.34 -12.21 -10.51  -0.08
H46 -10.04 -10.71 -8.19  0.07
H47 -11.49 -11.63 -7.84  0.08
H48 -11.57 -9.94 -8.38  0.04
H49 -12.18 -11.16 -10.32  0.09
H50 -10.51 -10.62 -10.57  0.11
H51 -10.86 -14.30 -11.46  0.11
H52 -10.67 -12.72 -12.29  0.12
H53 -13.07 -12.22 -11.91  0.05
H54 -13.21 -13.72 -10.93  0.08
H55 -12.85 -13.83 -12.65  0.05
H56 -9.29 -12.93 -8.73  0.11
H57 -9.28 -14.08 -10.02  0.11
H58 -8.40 -11.16 -10.24  0.06
H59 -7.36 -12.61 -10.24  0.07
H60 -8.42 -12.27 -11.60  0.07
C25 -16.41 -14.10 -19.06  -0.09
C26 -17.15 -12.82 -19.38  -0.25
N5 -17.64 -12.12 -18.20  -0.18
C27 -18.35 -10.90 -18.56  -0.27
C28 -19.59 -11.12 -19.42  -0.07
C29 -16.60 -11.86 -17.23  -0.25
C30 -17.09 -11.19 -15.95  -0.08
H61 -16.87 -14.67 -18.24  0.06
H62 -15.36 -13.91 -18.83  0.06
H63 -16.46 -14.79 -19.90  0.08
H64 -16.50 -12.16 -19.99  0.12
H65 -18.00 -13.02 -20.03  0.10
H66 -18.68 -10.41 -17.65  0.09
H67 -17.65 -10.20 -19.06  0.12
H68 -20.17 -11.94 -19.00  0.05
H69 -20.15 -10.20 -19.57  0.06
H70 -19.32 -11.52 -20.40  0.07
H71 -15.77 -11.24 -17.64  0.13
H72 -16.09 -12.78 -16.95  0.08
H73 -16.25 -11.12 -15.25  0.07
H74 -17.89 -11.77 -15.51  0.05
H75 -17.49 -10.18 -16.10  0.05
C31 -20.81 -15.49 -12.10  -0.08
C32 -22.20 -15.74 -12.66  -0.25
N6 -22.93 -16.69 -11.80  -0.19
C33 -22.60 -18.07 -12.20  -0.27
C34 -22.82 -19.04 -11.04  -0.08
C35 -24.37 -16.47 -11.88  -0.28
C36 -24.80 -15.31 -11.00  -0.08
H76 -20.89 -15.32 -11.02  0.08
H77 -20.33 -14.61 -12.52  0.04
H78 -20.16 -16.36 -12.21  0.07
H79 -22.75 -14.80 -12.72  0.10
H80 -22.11 -16.18 -13.66  0.09
H81 -23.22 -18.34 -13.07  0.12
H82 -21.55 -18.10 -12.47  0.10
H83 -22.67 -20.07 -11.38  0.07
H84 -22.13 -18.78 -10.24  0.07
H85 -23.83 -18.96 -10.65  0.06
H86 -24.88 -17.38 -11.57  0.10
H87 -24.66 -16.31 -12.94  0.12
H88 -25.85 -15.05 -11.08  0.07
H89 -24.19 -14.43 -11.21  0.06
H90 -24.54 -15.56 -9.97  0.08
C37 -18.44 -3.42 -17.77  -0.08
C38 -17.65 -4.58 -18.38  -0.26
N7 -18.36 -5.84 -18.25  -0.19
C39 -19.44 -5.94 -19.22  -0.26
C40 -20.49 -7.00 -18.90  -0.07
C41 -17.48 -6.99 -18.31  -0.27
C42 -16.51 -7.08 -17.15  -0.08
H91 -19.32 -3.16 -18.37  0.06
H92 -17.81 -2.53 -17.68  0.07
H93 -18.77 -3.69 -16.77  0.07
H94 -17.42 -4.37 -19.44  0.12
H95 -16.72 -4.62 -17.83  0.10
H96 -19.98 -4.99 -19.21  0.10
H97 -19.05 -6.03 -20.25  0.12
H98 -21.30 -6.88 -19.62  0.08
H99 -20.14 -8.03 -18.92  0.04
H100 -20.93 -6.76 -17.93  0.06
H101 -16.91 -7.04 -19.27  0.13
H102 -18.06 -7.92 -18.38  0.08
H103 -17.00 -6.76 -16.23  0.06
H104 -15.64 -6.44 -17.25  0.07
H105 -16.17 -8.11 -16.99  0.06
C43 -21.52 -11.92 -15.27  -0.07
C44 -20.33 -12.84 -15.54  -0.26
N8 -20.66 -14.25 -15.53  -0.18
C45 -19.43 -15.03 -15.57  -0.26
C46 -19.63 -16.52 -15.49  -0.07
C47 -21.69 -14.68 -16.44  -0.24
C48 -21.37 -14.50 -17.95  -0.07
H106 -22.17 -12.37 -14.51  0.07
H107 -22.12 -11.83 -16.18  0.07
H108 -21.23 -10.96 -14.87  0.06
H109 -19.89 -12.56 -16.52  0.10
H110 -19.55 -12.69 -14.79  0.08
H111 -18.81 -14.69 -14.73  0.09
H112 -18.84 -14.77 -16.48  0.10
H113 -20.35 -16.80 -14.73  0.05
H114 -18.68 -16.99 -15.20  0.07
H115 -19.86 -16.98 -16.45  0.08
H116 -21.93 -15.72 -16.24  0.10
H117 -22.58 -14.08 -16.26  0.11
H118 -20.35 -14.82 -18.20  0.07
H119 -22.06 -15.10 -18.54  0.07
H120 -21.47 -13.45 -18.23  0.04
C49 -12.75 -3.67 -9.94  -0.08
C50 -13.59 -4.61 -10.79  -0.26
N9 -12.76 -5.45 -11.67  -0.18
C51 -11.84 -6.31 -10.95  -0.24
C52 -12.45 -7.33 -10.00  -0.08
C53 -13.59 -6.22 -12.59  -0.27
C54 -14.35 -5.32 -13.55  -0.09
H121 -13.39 -2.92 -9.48  0.05
H122 -12.08 -3.11 -10.59  0.08
H123 -12.11 -4.16 -9.20  0.06
H124 -14.23 -5.27 -10.19  0.09
H125 -14.19 -3.94 -11.40  0.10
H126 -11.20 -6.79 -11.70  0.11
H127 -11.16 -5.69 -10.37  0.10
H128 -13.02 -8.09 -10.54  0.06
H129 -11.66 -7.89 -9.48  0.06
H130 -13.06 -6.88 -9.22  0.06
H131 -14.29 -6.92 -12.11  0.09
H132 -12.92 -6.87 -13.16  0.12
H133 -15.19 -4.82 -13.05  0.06
H134 -14.90 -5.90 -14.31  0.06
H135 -13.73 -4.54 -14.00  0.08
C55 -20.40 -7.95 -15.27  -0.06
C56 -19.98 -6.52 -14.96  -0.26
N10 -19.92 -6.26 -13.53  -0.18
C57 -19.18 -5.02 -13.30  -0.27
C58 -18.99 -4.69 -11.83  -0.08
C59 -21.19 -6.30 -12.83  -0.25
C60 -22.19 -5.20 -13.18  -0.07
H136 -20.08 -8.27 -16.26  0.06
H137 -21.48 -8.05 -15.13  0.05
H138 -19.91 -8.65 -14.58  0.06
H139 -18.96 -6.44 -15.34  0.08
H140 -20.55 -5.77 -15.54  0.11
H141 -18.18 -5.15 -13.74  0.10
H142 -19.62 -4.15 -13.82  0.12
H143 -18.28 -3.88 -11.71  0.07
H144 -19.92 -4.39 -11.34  0.07
H145 -18.57 -5.53 -11.28  0.06
H146 -21.02 -6.33 -11.75  0.10
H147 -21.64 -7.28 -13.02  0.08
H148 -21.86 -4.20 -12.91  0.07
H149 -23.16 -5.34 -12.68  0.07
H150 -22.40 -5.19 -14.25  0.07
C61 -16.45 -14.81 -12.87  -0.07
C62 -15.69 -14.69 -14.19  -0.25
N11 -15.07 -15.94 -14.57  -0.21
C63 -14.03 -16.41 -13.70  -0.27
C64 -13.72 -17.89 -13.89  -0.09
C65 -14.84 -16.11 -15.99  -0.24
C66 -13.73 -15.21 -16.55  -0.08
H151 -17.32 -14.15 -12.84  0.04
H152 -15.83 -14.52 -12.02  0.06
H153 -16.78 -15.84 -12.76  0.08
H154 -16.36 -14.36 -14.99  0.09
H155 -14.92 -13.90 -14.08  0.11
H156 -13.10 -15.82 -13.83  0.10
H157 -14.34 -16.28 -12.66  0.11
H158 -14.65 -18.45 -14.01  0.08
H159 -13.10 -18.09 -14.78  0.07
H160 -13.16 -18.30 -13.06  0.07
H161 -15.78 -15.84 -16.47  0.10
H162 -14.67 -17.16 -16.24  0.11
H163 -14.07 -14.18 -16.59  0.06
H164 -13.55 -15.49 -17.60  0.07
H165 -12.78 -15.30 -16.03  0.07
C67 -16.88 -8.19 -5.47  -0.08
C68 -15.50 -8.48 -4.91  -0.25
N12 -14.45 -8.21 -5.90  -0.18
C69 -14.58 -9.03 -7.09  -0.25
C70 -14.32 -10.52 -6.90  -0.07
C71 -13.14 -8.20 -5.30  -0.27
C72 -12.05 -7.65 -6.21  -0.08
H166 -17.32 -9.06 -5.95  0.06
H167 -16.82 -7.37 -6.19  0.05
H168 -17.55 -7.87 -4.67  0.07
H169 -15.28 -7.83 -4.06  0.11
H170 -15.44 -9.50 -4.50  0.11
H171 -13.86 -8.66 -7.82  0.08
H172 -15.56 -8.87 -7.56  0.08
H173 -14.54 -11.02 -7.86  0.07
H174 -14.96 -10.98 -6.14  0.07
H175 -13.28 -10.73 -6.69  0.05
H176 -13.16 -7.59 -4.39  0.11
H177 -12.84 -9.20 -4.93  0.12
H178 -12.23 -6.59 -6.39  0.08
H179 -11.09 -7.70 -5.70  0.08
H180 -11.99 -8.17 -7.16  0.02
C73 -19.19 -11.92 -11.83  -0.07
C74 -18.86 -10.51 -12.34  -0.25
N13 -17.84 -9.88 -11.54  -0.17
C75 -16.55 -10.55 -11.55  -0.23
C76 -15.52 -9.89 -10.65  -0.06
C77 -17.77 -8.46 -11.84  -0.25
C78 -17.02 -8.10 -13.13  -0.06
H181 -19.46 -11.80 -10.78  0.07
H182 -18.30 -12.55 -11.88  0.04
H183 -20.02 -12.42 -12.33  0.05
H184 -18.62 -10.52 -13.42  0.10
H185 -19.81 -9.97 -12.25  0.10
H186 -16.69 -11.58 -11.21  0.10
H187 -16.17 -10.59 -12.59  0.11
H188 -15.78 -9.99 -9.60  0.06
H189 -14.53 -10.31 -10.82  0.06
H190 -15.43 -8.82 -10.84  0.05
H191 -17.33 -7.91 -11.00  0.09
H192 -18.76 -8.01 -11.87  0.09
H193 -15.93 -8.12 -13.01  0.05
H194 -17.29 -7.07 -13.38  0.05
H195 -17.27 -8.72 -13.99  0.06

---

Density functional theory data (wB97M-V/def2-TZVPD) for C19H17CdN3O7S2 as an isolated structure at a distorted geometry.

Computed properties:
Charge: -2
E_HOMO in eV: -2.0
Max |F| in Eh/bohr: 0.0627
LUMO in eV: 4.656
Spin multiplicity: 1
Frontier orbital gap in eV: 6.68

Last column: natural (NBO) charge in e.
CARTESIAN COORDINATES (ANGSTROEM)
Cd1 9.78 11.47 10.31  1.64
C1 13.37 12.78 10.30  -0.25
O1 12.87 11.58 9.68  -0.49
C2 13.28 10.42 10.18  0.32
C3 14.57 10.14 10.60  -0.24
C4 15.00 8.94 11.07  -0.23
C5 14.10 7.82 11.21  -0.26
C6 12.85 8.07 10.65  -0.20
C7 12.42 9.29 10.19  0.04
N1 11.09 9.40 9.70  -0.25
N2 10.70 8.38 9.12  -0.15
C8 9.35 8.18 8.79  -0.09
C9 8.23 8.91 9.36  0.45
O2 8.41 9.77 10.29  -0.78
C10 6.90 8.55 9.01  -0.26
C11 6.67 7.63 8.01  -0.14
C12 7.75 6.90 7.45  -0.15
C13 7.51 5.86 6.51  -0.16
C14 8.45 5.07 5.92  -0.30
C15 9.77 5.28 6.35  -0.22
C16 10.07 6.31 7.23  -0.25
C17 9.11 7.18 7.82  0.09
H1 14.44 12.88 10.18  0.15
H2 13.14 12.89 11.34  0.24
H3 12.90 13.56 9.79  0.19
H4 15.33 10.96 10.43  0.19
H5 16.02 8.77 11.34  0.19
H6 14.36 6.85 11.58  0.20
H7 11.98 7.33 10.55  0.23
H8 6.13 9.11 9.45  0.22
H9 5.65 7.43 7.74  0.19
H10 6.45 5.61 6.33  0.18
H11 8.22 4.20 5.29  0.19
H12 10.58 4.57 6.04  0.19
H13 11.10 6.43 7.54  0.22
N3 9.81 13.77 9.39  -0.90
C18 9.33 13.93 8.09  -0.34
C19 8.79 12.61 7.51  0.75
O3 8.02 12.70 6.57  -0.74
O4 9.14 11.52 8.06  -0.85
H14 9.17 14.14 10.08  0.41
H15 10.68 14.17 9.62  0.39
H16 10.20 14.25 7.48  0.18
H17 8.51 14.63 7.96  0.19
O5 11.00 14.18 12.06  -1.08
S1 10.58 13.03 12.89  2.23
O6 10.51 13.33 14.32  -1.02
O7 11.36 11.82 12.51  -1.08
S2 8.60 12.63 12.29  -0.87

---

Density functional theory data (wB97M-V/def2-TZVPD) for C35H22FeN3S2 as an isolated structure at a distorted geometry.

Computed properties:
Charge: +2
E_HOMO (spin up / spin down) in eV: -12.8 / -12.8
Max |F| in Eh/bohr: 0.0442
LUMO (spin up / spin down) in eV: -6.583 / -8.222
Spin multiplicity: 6
Frontier orbital gap (spin up / spin down) in eV: 6.18 / 4.55

Last column: Löwdin spin population.
CARTESIAN COORDINATES (ANGSTROEM)
Fe1 0.09 0.08 -0.23  4.15
S1 0.56 4.98 -2.77  0.00
C1 0.33 6.62 -3.17  0.00
C2 0.10 7.40 -2.06  0.00
C3 0.10 6.68 -0.88  0.00
C4 0.34 5.32 -1.06  0.00
C5 0.37 4.30 -0.07  0.00
C6 0.77 2.99 -0.38  0.01
N1 0.67 1.96 0.46  0.03
C7 0.20 2.20 1.74  0.01
C8 -0.08 3.52 2.19  0.00
C9 -0.49 3.68 3.56  0.00
C10 -0.63 2.62 4.39  0.00
C11 -0.44 1.28 3.92  0.00
C12 -0.65 0.15 4.69  0.00
C13 -0.50 -1.14 4.12  0.00
C14 -0.20 -1.20 2.73  0.01
N2 0.00 -0.15 1.98  0.11
C15 -0.06 1.10 2.55  0.01
C16 -0.66 -2.32 4.89  0.00
C17 -0.58 -3.65 4.47  0.00
C18 -0.72 -4.56 5.52  0.00
C19 -0.92 -3.94 6.73  0.00
S2 -0.94 -2.25 6.62  0.00
C20 -0.02 4.56 1.28  0.01
H1 0.37 6.94 -4.19  0.00
H2 -0.05 8.47 -2.11  0.00
H3 -0.06 7.12 0.09  0.00
H4 1.19 2.77 -1.35  0.00
H5 -0.68 4.68 3.92  0.00
H6 -0.91 2.76 5.42  0.00
H7 -0.93 0.23 5.73  0.00
H8 -0.16 -2.16 2.23  0.00
H9 -0.42 -3.95 3.45  0.00
H10 -0.68 -5.63 5.41  0.00
H11 -1.05 -4.41 7.69  0.00
H12 -0.28 5.56 1.58  0.00
C21 0.76 -4.10 -0.41  0.01
C22 -0.52 -4.59 -0.64  0.04
C23 -1.60 -3.74 -0.73  0.01
C24 -1.44 -2.36 -0.59  0.06
C25 -0.13 -1.87 -0.41  0.24
C26 0.94 -2.73 -0.29  0.08
C27 -2.53 -1.38 -0.61  0.01
C28 -3.88 -1.73 -0.79  0.01
C29 -4.84 -0.76 -0.80  0.00
C30 -4.48 0.59 -0.61  0.01
C31 -5.42 1.65 -0.60  0.00
C32 -5.01 2.93 -0.37  0.00
C33 -3.65 3.21 -0.17  0.00
C34 -2.72 2.21 -0.20  0.00
C35 -3.10 0.87 -0.41  0.01
N3 -2.17 -0.11 -0.42  0.12
H13 1.60 -4.78 -0.33  0.00
H14 -0.66 -5.66 -0.75  0.00
H15 -2.58 -4.16 -0.90  0.00
H16 1.94 -2.33 -0.10  0.01
H17 -4.16 -2.76 -0.93  0.00
H18 -5.88 -1.01 -0.94  0.00
H19 -6.45 1.42 -0.77  0.00
H20 -5.74 3.74 -0.35  0.00
H21 -3.35 4.23 0.01  0.00
H22 -1.67 2.42 -0.06  0.00

---

Q: The highest max |F| belongs to which entry?
A: C3H10NSe